ORCA calculation (ωB97M-V/def2-TZVPD) on a cluster of 8 separate species, C17H54N3O9 in total in a non-equilibrium geometry.

The geometry in XYZ format:
```
83
Properties=species:S:1:pos:R:3:forces:R:3
O -2.963611 1.094771 -3.605149 0.29 -0.56 -0.90
O -0.564846 4.145312 0.844374 -3.00 5.25 -0.56
O -0.895298 -1.948233 -0.518738 -0.01 0.20 0.73
O -0.866247 -0.704314 3.390284 2.22 -0.46 0.58
O 0.933241 3.497763 -2.768422 0.21 1.57 -0.84
O 2.525883 0.625739 0.137136 1.62 -2.07 -1.86
O 1.311817 -0.706359 -3.717088 1.17 0.50 0.86
O -5.307075 3.329026 0.587380 1.79 -0.85 1.21
O 5.290098 -4.769317 1.713141 -1.50 0.96 -0.26
N 1.852642 -3.734813 1.040728 2.32 5.57 1.93
N -2.159114 1.512463 0.686111 3.85 -2.56 1.24
N -0.284198 0.804303 -1.703821 -6.13 2.12 -5.96
C 3.442482 1.033262 1.134631 -4.32 1.52 3.00
C 2.299728 3.025868 -2.861255 2.06 7.49 -0.26
C -2.256653 -2.217409 -0.713870 0.36 -1.79 -0.63
C 0.532923 -1.512527 -4.538446 2.35 1.11 -2.09
C 0.385010 -1.213390 3.954356 -7.00 5.46 6.59
C -3.428512 1.909678 0.275801 -1.97 -0.55 3.04
C 6.010438 -5.909568 1.793921 0.75 -4.62 2.86
C 0.723199 3.778413 0.939630 2.61 -2.69 -1.01
C -2.111395 0.435529 1.896259 1.81 5.01 -2.70
C -4.166581 2.806868 1.304806 1.91 1.03 -1.89
C -0.654269 0.070153 2.222415 -3.01 -0.85 -0.17
C -0.239852 -2.967606 0.255153 4.51 13.22 0.64
C -6.028203 4.061458 1.518846 0.98 1.70 -4.28
C 1.244041 -2.605515 0.285492 0.38 -0.52 1.88
C 3.327923 -3.626814 1.057809 -2.06 -3.35 2.49
C 3.835360 -4.813308 1.960746 1.39 0.27 -4.00
C -3.528934 2.403805 -3.522816 -0.76 1.41 1.19
H -0.276874 1.095839 2.373860 1.43 -0.80 0.03
H 0.966880 -1.703597 3.436452 5.48 -4.85 -6.02
H -0.301997 1.241470 -2.617021 0.75 -1.11 -0.92
H 2.713338 1.442697 2.020160 1.28 -2.63 -0.63
H -3.338813 3.625247 1.575839 -2.05 -1.23 -0.22
H -4.083360 2.569272 -4.405912 -0.26 0.70 -1.24
H 6.035289 -6.440450 2.858640 -0.13 1.57 -1.16
H 0.877663 -0.425441 4.501324 0.62 0.90 -0.47
H -1.386140 2.225976 0.703014 -1.82 -0.68 0.48
H -4.451720 2.240940 2.196888 -0.14 0.25 -0.02
H 2.177209 -0.768264 -4.148234 -0.16 0.51 0.67
H 4.211863 0.334798 1.394621 0.33 0.09 0.27
H -0.317093 -0.691072 1.441854 0.35 2.01 0.56
H 0.098602 -1.774982 4.831154 -0.46 -0.84 -0.09
H 7.093165 -5.899773 1.570579 -0.71 1.00 -0.39
H -2.592758 -0.320671 1.463157 -2.11 -3.30 -1.20
H 2.199972 2.079260 -2.815990 -0.32 -6.79 -0.10
H -4.096143 1.078466 0.045082 0.14 -0.55 0.24
H 1.596500 -1.545373 0.821920 -1.35 -2.86 -1.45
H -2.892422 -1.989331 0.105922 -0.40 0.14 0.99
H -0.609642 5.210442 0.642294 0.02 -4.21 0.76
H -2.633895 -1.747400 -1.578685 -0.19 1.26 -1.02
H -6.333362 3.541909 2.272445 -0.64 -3.00 5.53
H 3.094494 0.025539 -0.441814 -1.51 1.17 0.75
H 1.594147 -2.650924 -0.735663 0.30 0.60 -0.58
H 1.394920 4.516708 1.314684 0.47 0.58 0.53
H 3.283254 -5.754188 1.639734 1.17 0.70 0.35
H -2.352636 -3.270962 -1.005721 -0.24 -0.17 0.45
H 0.798370 4.463316 -3.012925 0.68 -1.89 0.43
H -0.594990 -3.294210 1.116637 -2.08 1.12 5.76
H -6.936714 4.265675 1.134206 -3.41 0.50 -2.21
H -2.934801 3.383115 -3.242286 0.02 -2.51 -0.91
H 1.730158 -4.597436 0.706111 -1.51 -3.83 -2.12
H 2.905621 3.338181 -1.988629 -0.58 -0.04 0.04
H 0.010833 -0.921550 -5.224167 -0.72 0.99 -1.50
H 1.083558 3.468364 -0.067672 0.28 0.25 0.32
H 0.249321 0.215362 -1.335408 7.78 -6.17 2.78
H -0.435520 -3.773848 -0.031616 -1.77 -12.40 -7.10
H -1.116296 0.322529 -1.458442 -2.24 -0.53 -0.53
H -5.706851 5.040750 1.601787 1.64 1.83 1.26
H 3.684857 -4.621805 2.961229 -0.55 0.32 2.26
H -0.155565 -2.070451 -4.104984 -3.02 -2.41 2.96
H -0.385698 1.527027 -1.167112 -0.23 5.67 4.72
H 0.824588 2.833991 1.538305 -0.21 0.89 -0.09
H -2.708989 0.939494 2.618470 0.11 -0.25 1.41
H -4.310263 2.436553 -2.763420 -0.01 -0.36 0.36
H 5.592036 -6.809049 1.300295 -0.11 0.71 -0.82
H 1.176522 -2.195054 -5.042878 0.33 -0.63 -0.80
H 3.762535 -3.636336 0.129848 1.00 -0.82 -2.75
H 3.028188 3.371249 -3.709022 -2.12 -0.56 0.78
H 3.565314 2.061378 1.074845 2.49 1.94 -1.63
H -3.384134 2.379358 -0.616262 0.25 2.12 -2.86
H -3.394057 0.592533 -4.366547 0.88 1.31 1.61
H 3.721541 -2.770511 1.439636 0.40 2.83 1.73
```
Positions in Å, forces in eV/Å.

HOMO: -0.3974 hartree
Energy above the lowest of the compared OMol25 structures with the same formula, charge and spin: 85.1 kcal per mole
Charge: +1

ORCA calculation (ωB97M-V/def2-TZVPD) on a cluster of 10 separate species, C17H55NO10 in total in a non-equilibrium geometry.

The geometry in XYZ format:
```
83
Properties=species:S:1:pos:R:3:forces:R:3
O 1.026678 -4.760932 2.107616 -0.22 0.09 0.47
O -1.059432 4.729645 1.204082 -0.09 -0.16 0.17
O -3.760310 1.003907 1.886485 -0.05 -0.26 0.03
O 1.572776 3.695735 1.890574 0.03 -0.36 -0.04
O 0.794724 -0.314687 4.177386 -0.59 -0.22 -0.63
O 0.195080 -0.466190 -0.622668 -0.60 -0.45 -0.38
O 2.480760 -4.736828 -0.294741 -0.15 -0.02 -0.01
O -2.848605 -5.291128 -0.503540 0.03 -0.11 -0.32
O 3.074658 -0.267934 -0.591544 -0.21 -0.12 -0.36
O -0.798914 3.337048 -3.402815 0.16 -0.01 0.14
N -1.171962 -0.392031 -3.245920 0.09 0.74 -0.01
C -4.433877 0.188199 0.940157 0.45 -0.49 -0.76
C -0.909688 -3.969171 -0.846091 0.38 0.24 -0.37
C -0.483610 1.960603 -3.281246 0.51 0.37 0.33
C -2.408949 -3.623254 1.178625 -0.02 -0.30 0.16
C 1.194504 0.984137 3.760649 0.28 0.57 0.83
C 1.149602 -3.813936 3.180197 0.02 -0.34 -0.06
C 2.501590 3.100306 0.968728 -0.18 0.86 0.76
C 2.637782 -3.376936 -0.631458 -0.31 0.37 0.63
C 3.862999 3.194575 1.630540 0.73 -0.36 -0.60
C -1.801057 -4.616273 0.190891 -0.05 0.43 0.30
C 2.473862 3.881811 -0.341067 0.35 -0.65 0.11
C 3.039253 -0.268805 -2.012441 -0.20 0.35 -1.03
C -1.009284 3.747202 -4.729422 -0.44 0.38 -0.06
C -0.433243 -0.460077 0.654001 1.35 1.21 0.15
C -1.726886 3.532167 1.608736 -0.44 0.21 -0.02
C -1.651163 0.993714 -3.474522 0.79 -0.57 -0.02
C -2.801980 1.280987 -2.538273 -0.45 0.21 -0.52
H -2.923094 -4.188863 1.961728 -0.08 0.14 0.03
H 2.129083 -3.110593 -1.562383 0.31 -0.20 -0.23
H -0.274221 -4.719695 -1.318299 -0.19 -0.01 -0.21
H -2.530341 1.211074 -1.483884 0.22 0.06 -0.01
H 4.593859 2.658066 1.010014 -0.09 -0.02 0.03
H -5.406144 -0.185669 1.268557 -0.06 0.32 0.14
H -0.375406 -0.523887 -3.866866 -0.07 -0.28 0.05
H 2.063695 -0.522464 -2.438714 -0.23 -0.19 0.75
H -0.225434 3.404714 -5.412467 -0.02 -0.21 0.03
H 3.993172 -0.404501 -0.347883 -0.06 0.03 0.27
H -1.468217 -0.778420 0.614057 0.05 -0.29 -0.33
H 4.233998 4.219267 1.678655 -0.26 0.09 0.20
H -3.841522 -0.695576 0.666905 0.02 0.05 0.21
H 1.247701 -0.535527 4.992628 0.07 0.14 0.06
H -3.144393 -2.986196 0.686088 0.06 0.03 -0.09
H -1.025376 2.724158 1.421838 -0.18 -0.14 0.00
H -1.010407 4.837789 -4.758712 0.09 -0.01 0.18
H -0.400587 0.584071 0.993088 -0.35 -0.17 0.33
H 0.368006 1.744949 -3.947449 -0.30 -0.24 -0.31
H -1.957884 1.060180 -4.522944 -0.31 -0.02 0.10
H -1.648352 5.471165 1.364830 0.10 0.07 -0.03
H -4.515167 0.731901 -0.002854 -0.32 0.20 0.22
H 2.602891 4.941053 -0.122828 -0.02 0.04 0.02
H -0.049590 1.825087 -2.283742 -0.35 0.07 0.15
H 3.322466 3.550988 -0.946579 -0.17 0.08 -0.22
H 1.904194 -4.775053 0.485944 0.18 -0.08 -0.15
H -1.481053 -3.424926 -1.602217 -0.22 -0.29 -0.04
H 1.543654 3.735688 -0.891016 0.00 0.01 -0.04
H 0.361789 -3.954335 3.923985 -0.11 0.07 -0.12
H 0.880491 1.741773 4.489386 0.29 -0.09 0.14
H -2.659512 3.387759 1.058681 0.22 -0.18 -0.25
H 0.174146 -1.036182 1.357187 -0.40 -0.23 0.14
H 3.711454 -1.004053 -2.456320 0.28 0.16 0.14
H 2.178962 -2.713025 0.112105 0.04 -0.13 0.10
H -2.023360 3.532521 2.662699 0.36 0.08 0.06
H 0.906482 -5.623748 2.515908 0.05 -0.08 -0.20
H -0.781655 -0.392066 -2.297003 -0.08 -0.32 -0.30
H -3.225305 0.410618 2.421155 0.00 0.17 0.17
H -3.272651 -5.925109 0.080238 0.03 0.03 0.10
H 3.211679 0.737700 -2.408414 0.46 -0.08 0.06
H -3.195203 2.277876 -2.751432 0.00 0.01 0.25
H -3.597835 0.560331 -2.732345 0.00 -0.02 0.06
H -1.999278 3.436560 -5.081838 0.12 -0.19 -0.20
H 2.281327 0.993508 3.654509 -0.03 0.35 -0.20
H 2.269017 2.034125 0.859439 -0.15 0.06 -0.35
H 1.061691 -2.821400 2.749329 0.11 0.05 0.09
H -1.217856 -5.342892 0.763705 0.09 -0.01 -0.04
H -0.220061 -3.210734 -0.468157 -0.12 -0.15 0.51
H 2.106497 -3.947522 3.690284 0.07 0.23 -0.10
H 1.130470 -0.248936 -0.540140 0.01 -0.06 0.45
H 3.908781 2.726554 2.612428 -0.26 0.15 0.10
H 0.808512 4.043622 1.411315 -0.01 0.13 0.05
H 3.700037 -3.120090 -0.635688 0.01 -0.01 -0.38
H 0.719416 1.343143 2.850508 -0.01 -0.74 -0.24
H -1.648873 -3.006638 1.660063 0.05 -0.02 -0.03
```
Positions in Å, forces in eV/Å.

HOMO: -0.3228 hartree
SMILES string: COC[C@H](C)N.CC(C)O.CC(C)O.CO.CO.CO.CO.CO.CO.CO
Energy above the lowest of the compared OMol25 structures with the same formula, charge and spin: 14.5 kcal per mole

| no. | frontier orbital gap (eV) |
| --- | --- |
| 1 | 8.77 |
| 2 | 9.17 |